1.
C36H59BFN6SbTa | the ωB97M-V functional and the def2-TZVPD basis

Each line ends with the Löwdin charge.
Cartesian coordinates (Å):
Ta (-0.029, -0.196, -0.298)  1.805
C (-5.508, -0.683, 0.924)  0.023
C (-4.157, -0.120, 1.185)  -0.208
C (-3.753, 0.772, 2.164)  0.071
C (-2.401, 0.974, 1.976)  -0.203
N (-1.961, 0.234, 0.908)  -0.006
N (-3.080, -0.425, 0.454)  0.030
B (-2.951, -1.346, -0.738)  -0.522
N (-1.923, -2.433, -0.356)  0.045
N (-0.688, -2.118, 0.186)  -0.070
C (-0.122, -3.302, 0.577)  -0.192
C (-0.983, -4.330, 0.287)  0.093
C (-2.109, -3.755, -0.299)  -0.205
C (-3.344, -4.436, -0.771)  0.028
C (1.229, -3.365, 1.216)  -0.526
C (1.712, -1.941, 1.418)  -0.112
C (2.203, -4.100, 0.279)  0.006
C (1.135, -4.086, 2.567)  -0.002
N (-2.442, -0.483, -1.921)  0.047
N (-1.366, 0.377, -1.790)  -0.073
C (-1.318, 1.124, -2.935)  -0.193
C (-2.343, 0.739, -3.763)  0.093
C (-3.036, -0.271, -3.100)  -0.206
C (-4.245, -1.006, -3.558)  0.028
C (-0.275, 2.174, -3.149)  -0.526
C (-0.947, 3.521, -3.445)  -0.002
C (0.552, 2.277, -1.880)  -0.110
C (0.635, 1.758, -4.317)  0.007
C (-1.545, 1.864, 2.827)  -0.541
C (-0.145, 1.822, 2.260)  -0.150
C (-2.081, 3.301, 2.784)  -0.005
C (-1.533, 1.338, 4.269)  -0.005
H (-6.212, -0.296, 1.656)  0.102
H (-5.865, -0.411, -0.069)  0.098
H (-5.505, -1.771, 0.997)  0.097
H (-4.374, 1.216, 2.922)  0.141
H (-3.972, -1.860, -1.039)  0.127
H (-0.838, -5.377, 0.488)  0.146
H (-3.197, -5.513, -0.744)  0.105
H (-4.191, -4.191, -0.129)  0.105
H (-3.598, -4.145, -1.789)  0.093
H (1.925, -1.501, 0.428)  0.006
H (0.993, -1.347, 2.009)  0.079
H (2.656, -1.905, 1.957)  0.105
H (2.242, -3.633, -0.708)  0.082
H (3.205, -4.098, 0.710)  0.105
H (1.898, -5.138, 0.153)  0.104
H (0.474, -3.562, 3.259)  0.101
H (0.757, -5.099, 2.440)  0.098
H (2.126, -4.158, 3.017)  0.105
H (-2.587, 1.147, -4.730)  0.145
H (-4.449, -0.757, -4.596)  0.105
H (-4.112, -2.084, -3.478)  0.093
H (-5.116, -0.729, -2.964)  0.105
H (-1.571, 3.853, -2.614)  0.101
H (-0.188, 4.280, -3.636)  0.105
H (-1.575, 3.453, -4.333)  0.099
H (-0.079, 2.487, -0.999)  0.081
H (1.154, 1.358, -1.769)  0.009
H (1.277, 3.087, -1.935)  0.103
H (0.067, 1.720, -5.245)  0.105
H (1.433, 2.489, -4.446)  0.106
H (1.081, 0.774, -4.149)  0.081
H (-0.160, 2.201, 1.229)  0.033
H (0.565, 2.430, 2.825)  0.105
H (0.209, 0.780, 2.300)  0.020
H (-2.101, 3.689, 1.764)  0.097
H (-3.093, 3.352, 3.181)  0.098
H (-1.454, 3.953, 3.393)  0.102
H (-1.160, 0.313, 4.316)  0.096
H (-0.902, 1.970, 4.894)  0.102
H (-2.535, 1.347, 4.695)  0.099
C (5.056, -0.367, 0.049)  -0.146
C (4.362, 0.959, -0.235)  -0.383
Sb (2.497, 1.286, 0.762)  1.516
C (2.978, 0.734, 2.786)  -0.379
C (3.641, 1.808, 3.640)  -0.135
C (2.388, 3.415, 0.481)  -0.386
C (3.175, 4.269, 1.469)  -0.139
H (6.009, -0.402, -0.479)  0.096
H (4.471, -1.228, -0.281)  0.057
H (5.279, -0.492, 1.109)  0.073
H (4.204, 1.136, -1.300)  0.061
H (4.955, 1.803, 0.128)  0.073
H (3.655, -0.109, 2.652)  0.042
H (2.069, 0.360, 3.253)  0.043
H (4.537, 2.218, 3.177)  0.078
H (3.945, 1.355, 4.584)  0.097
H (2.964, 2.627, 3.873)  0.064
H (1.342, 3.711, 0.446)  0.046
H (2.805, 3.525, -0.521)  0.056
H (2.726, 4.274, 2.459)  0.066
H (3.178, 5.297, 1.107)  0.097
H (4.215, 3.958, 1.560)  0.074
F (2.779, -3.151, -5.020)  0.143
C (2.182, -2.530, -4.022)  -0.252
C (2.919, -1.670, -3.227)  0.033
C (2.275, -1.025, -2.184)  -0.147
C (0.911, -1.221, -1.915)  -0.321
C (0.211, -2.106, -2.758)  -0.079
C (0.830, -2.760, -3.803)  0.045
H (3.971, -1.520, -3.434)  0.141
H (2.869, -0.360, -1.580)  0.021
H (-0.843, -2.296, -2.598)  0.096
H (0.298, -3.443, -4.451)  0.140

The total charge is +3. The relative energy (zero: lowest compared OMol25 entry of this formula, charge and spin) comes out at 0.0 kcal per mole. The value obtained for the LUMO energy is -10.1 eV. Its spin multiplicity is 1.

---

2.
C10H16Br2CuINO | the ωB97M-V functional and the def2-TZVPD basis

Each line ends with the Mulliken spin population.
Cartesian coordinates (Å):
C (-1.576, 3.132, 1.696)  0.063
C (-1.980, 1.657, 1.728)  -0.063
I (-4.160, 1.788, 1.879)  1.014
C (-1.562, 0.881, 0.469)  -0.014
C (-0.898, -0.473, 0.747)  0.003
N (-0.057, -0.553, 1.980)  0.000
C (1.210, -0.960, 1.645)  0.000
O (1.930, -1.635, 2.350)  0.000
C (1.464, -0.466, 0.235)  0.000
Br (1.791, 1.458, 0.560)  0.000
C (0.132, -0.839, -0.358)  -0.002
C (-0.145, -0.543, -1.824)  0.000
C (0.505, -1.596, -2.729)  0.000
C (1.975, -1.249, -2.960)  0.000
Br (3.174, -2.695, -2.440)  0.000
H (-0.694, 3.250, 1.088)  0.020
H (-1.356, 3.502, 2.688)  -0.005
H (-2.343, 3.767, 1.268)  0.003
H (-1.657, 1.188, 2.643)  -0.021
H (-2.422, 0.683, -0.149)  0.007
H (-0.911, 1.505, -0.119)  0.000
H (-1.627, -1.264, 0.757)  -0.006
H (-0.448, -1.298, 2.561)  -0.001
H (2.331, -0.850, -0.264)  0.000
H (0.153, -1.928, -0.284)  0.001
H (0.131, 0.461, -2.127)  0.000
H (-1.219, -0.627, -1.967)  0.000
H (0.374, -2.553, -2.250)  0.000
H (-0.026, -1.597, -3.668)  0.000
H (2.267, -0.406, -2.366)  0.000
H (2.158, -1.022, -3.995)  0.000
Cu (3.487, -0.715, 3.204)  0.000

The total charge is +2. The expectation value of S² is 0.7534. The value obtained for the LUMO energy (spin up / spin down) is -7.6 / -11.3 eV. Its spin multiplicity is 2.

---

3.
C11H30BrN3O3 | the ωB97M-V functional and the def2-TZVPD basis

Each line ends with the Löwdin charge.
Cartesian coordinates (Å):
Br (0.508, 0.845, -0.871)  -0.010
C (-1.969, 3.735, -2.817)  0.036
C (-0.593, 3.723, -3.567)  -0.302
O (-0.543, 3.773, -4.791)  0.157
N (0.668, 3.582, -2.654)  0.040
H (0.628, 2.748, -2.085)  -0.090
H (1.414, 3.236, -3.240)  0.160
C (1.042, 4.780, -1.815)  0.022
H (-2.723, 3.910, -3.584)  0.099
H (-1.985, 4.453, -1.997)  0.089
H (-2.131, 2.707, -2.495)  0.082
H (0.741, 5.764, -2.175)  0.117
H (2.117, 4.654, -1.680)  0.100
H (0.596, 4.572, -0.842)  0.095
C (4.256, 0.551, -0.829)  0.023
C (4.278, 1.159, 0.530)  -0.387
O (5.232, 1.524, 1.164)  0.175
N (2.930, 1.314, 1.265)  0.054
H (3.097, 2.125, 1.842)  0.171
H (2.173, 1.512, 0.626)  -0.039
C (2.663, 0.023, 2.025)  0.013
H (4.977, -0.222, -1.094)  0.116
H (4.460, 1.384, -1.502)  0.111
H (3.255, 0.124, -0.899)  0.018
H (2.214, 0.374, 2.955)  0.112
H (3.610, -0.361, 2.405)  0.110
H (2.192, -0.716, 1.377)  0.080
C (-0.805, -1.496, 2.040)  -0.015
N (-1.694, -2.444, 1.236)  -0.302
C (-2.782, -1.563, 0.528)  0.025
C (-0.861, -3.129, 0.159)  0.022
C (-2.443, -3.478, 2.187)  -0.033
C (-3.014, -4.730, 1.453)  -0.247
O (-3.782, -4.291, 0.403)  -0.054
H (-1.344, -1.102, 2.902)  0.114
H (-0.412, -0.730, 1.372)  0.019
H (0.065, -2.033, 2.419)  0.100
H (-3.185, -0.935, 1.323)  0.103
H (-3.649, -1.977, 0.014)  0.101
H (-2.253, -0.998, -0.239)  0.077
H (-0.239, -2.307, -0.194)  0.077
H (-1.364, -3.847, -0.489)  0.114
H (-0.224, -3.780, 0.758)  0.103
H (-3.223, -2.902, 2.684)  0.135
H (-1.696, -3.837, 2.895)  0.132
H (-3.634, -5.317, 2.130)  0.138
H (-2.218, -5.398, 1.122)  0.121
H (-4.348, -4.979, 0.046)  0.121

The total charge is +2. The relative energy (zero: lowest compared OMol25 entry of this formula, charge and spin) comes out at 46.5 kcal per mole. The value obtained for the LUMO energy is -5.1 eV. Its spin multiplicity is 1.